A 2-piece molecular cluster, C3H3F3O overall in a non-equilibrium geometry, computed with ωB97M-V with the def2-TZVPD basis set.

Geometry as XYZ:
```
10
Properties=species:S:1:pos:R:3:forces:R:3
C -2.49236 1.25896 -0.40399 3.79 -2.23 -0.97
C 1.39962 0.13188 0.26709 0.16 1.19 -4.67
C 0.46192 -0.89046 -0.05736 -1.68 -2.73 -0.77
O -1.46430 0.61483 -0.59431 -2.85 2.37 0.01
F -3.30845 0.96767 0.54758 -1.01 0.01 0.85
F 0.47125 -1.33223 -1.32480 0.04 0.10 0.44
F 0.19422 -1.95575 0.75905 0.65 1.13 -0.49
H 1.06837 0.98257 -0.47439 0.90 -1.21 1.70
H 2.43480 -0.12502 0.05602 0.25 -0.10 0.03
H 1.23494 0.34755 1.22510 -0.27 1.48 3.88
```
Forces are in eV/Å.

Values from the calculation:
Strongest force on any atom   0.0938 hartree/bohr
HOMO level (spin up / spin down)   -10.50 / -7.90 eV
Total energy   -13355.1524 eV
2S+1   1
Lowest unoccupied orbital energy (spin up / spin down)   0.786 / -1.902 eV
ΔE to the lowest compared entry with this formula, charge and spin   99.1 kcal/mol
HOMO-LUMO gap (spin up / spin down)   11.28 / 6.00 eV

And the Mulliken charges, in e, turn out to be: 0.27, -0.80, 0.55, -0.27, -0.11, -0.24, -0.25, 0.24, 0.30, 0.31



A 2-piece molecular cluster, C3H3F3O3S overall in a non-equilibrium geometry, computed with ωB97M-V with the def2-TZVPD basis set.

Geometry as XYZ:
```
13
Properties=species:S:1:pos:R:3:forces:R:3
C -0.55026 0.58438 0.28070 -1.12 -0.95 1.50
C 0.98786 -1.58004 -1.79538 -0.06 0.57 -0.61
C 0.16881 1.81149 0.69425 0.11 0.54 -4.64
O -1.79585 -1.64940 1.00485 -0.47 -0.71 -0.41
O -0.43465 -0.47131 2.75825 -0.39 0.17 -1.20
O 1.46917 -1.17254 -0.81246 0.04 -0.56 0.84
F -1.20622 0.52460 -0.87122 0.07 -0.10 -0.37
F 0.30059 -2.66927 -2.01296 0.14 -0.09 0.42
F 1.05615 -0.91887 -2.92369 -0.10 0.04 -0.69
S -1.10038 -0.49512 1.46035 1.31 1.57 0.03
H -0.41942 2.78297 0.41666 1.27 -1.75 0.94
H 1.18978 1.73010 0.14807 -1.57 0.63 0.77
H 0.33440 1.52300 1.65257 0.78 0.64 3.41
```
Forces are in eV/Å.

Values from the calculation:
Strongest force on any atom   0.0908 hartree/bohr
HOMO level (spin up / spin down)   -9.28 / -9.28 eV
Total energy   -28286.7109 eV
2S+1   1
Lowest unoccupied orbital energy (spin up / spin down)   -0.507 / -0.507 eV
ΔE to the lowest compared entry with this formula, charge and spin   29.4 kcal/mol
SMILES   CC(F)=S(=O)=O.O=C(F)F
HOMO-LUMO gap (spin up / spin down)   8.78 / 8.78 eV

And the Mulliken charges, in e, turn out to be: 0.35, 0.72, -0.87, -0.50, -0.54, -0.37, -0.25, -0.15, -0.18, 0.89, 0.27, 0.23, 0.41



C3H3FHgO3 as an isolated structure in a non-equilibrium geometry, computed with ωB97M-V with the def2-TZVPD basis set.

Geometry as XYZ:
```
11
Properties=species:S:1:pos:R:3:forces:R:3
H 1.34212 -0.42402 -1.47693 -0.14 0.18 0.07
O 1.17701 0.72688 0.24513 0.01 0.14 0.25
O -0.56290 -0.79714 0.53113 0.74 0.01 0.11
O 0.68876 0.07761 2.37851 0.12 0.37 0.48
C 0.68730 0.33703 -1.02530 0.15 -0.21 -0.14
C -0.67891 -0.27356 -0.71817 -0.21 0.23 -0.28
C 0.82909 -0.22910 1.16893 -0.30 -0.49 -1.37
H 0.62203 1.21793 -1.67065 0.01 -0.20 0.20
F -1.64645 0.75028 -0.70462 0.16 -0.18 -0.02
H -1.02452 -1.01128 -1.45439 0.03 0.18 0.19
Hg -1.43354 -0.37463 2.72636 -0.57 -0.02 0.53
```
Forces are in eV/Å.

Values from the calculation:
Strongest force on any atom   0.0289 hartree/bohr
Expectation value of S²   2.01
HOMO level (spin up / spin down)   -7.23 / -10.80 eV
Total energy   -16190.6583 eV
2S+1   3
Lowest unoccupied orbital energy (spin up / spin down)   0.417 / -2.736 eV
ΔE to the lowest compared entry with this formula, charge and spin   0.1 kcal/mol
HOMO-LUMO gap (spin up / spin down)   7.65 / 8.06 eV

And the Mulliken charges, in e, turn out to be: 0.29, -0.24, -0.51, -0.67, -0.45, 0.34, 0.38, 0.30, -0.33, 0.26, 0.64



C3H3FHgO3 as an isolated structure in a non-equilibrium geometry, computed with ωB97M-V with the def2-TZVPD basis set.

Geometry as XYZ:
```
11
Properties=species:S:1:pos:R:3:forces:R:3
C -0.78169 0.82123 0.02197 -0.51 -1.42 0.84
C -1.33596 -0.37196 -0.64472 0.10 1.22 0.10
F -1.25960 0.95245 1.29220 0.75 0.24 -1.33
H -0.76832 1.76494 -0.53434 0.08 -0.15 0.28
H -1.07618 -0.49471 -1.69667 -0.16 -0.26 0.37
H -2.13813 -0.92155 -0.15437 0.39 0.07 -0.22
O 0.26254 -1.59474 0.56775 1.80 1.24 1.21
C 1.15853 -0.75525 0.57514 -4.19 -3.68 -2.42
O 2.41009 -0.89960 0.43377 0.89 -3.36 1.85
O 0.81022 0.54467 0.17443 -4.99 0.79 0.97
Hg 2.71850 0.95452 -0.03516 5.85 5.31 -1.66
```
Forces are in eV/Å.

Values from the calculation:
Strongest force on any atom   0.1569 hartree/bohr
Expectation value of S²   0.76
HOMO level (spin up / spin down)   -12.78 / -15.42 eV
Total energy   -16180.6729 eV
2S+1   2
Lowest unoccupied orbital energy (spin up / spin down)   -8.158 / -7.965 eV
Charge   +1
ΔE to the lowest compared entry with this formula, charge and spin   7.8 kcal/mol
HOMO-LUMO gap (spin up / spin down)   4.62 / 7.46 eV

And the Mulliken charges, in e, turn out to be: 0.46, -0.64, -0.23, 0.25, 0.32, 0.31, -0.43, 0.92, -0.57, -0.55, 1.16



A 2-piece molecular cluster, C3H3FI2O overall in a non-equilibrium geometry, computed with ωB97M-V with the def2-TZVPD basis set.

Geometry as XYZ:
```
10
Properties=species:S:1:pos:R:3:forces:R:3
C -1.79446 -0.84983 -0.87441 -1.87 1.44 0.90
C -3.30845 1.27893 -1.02346 1.69 0.78 -1.87
C -0.30906 -2.16868 -2.24528 -0.09 0.17 -2.19
O -1.15876 -1.01813 -1.91187 2.16 -0.18 -1.05
F -3.78632 1.12403 -2.26590 -0.10 -0.30 1.06
I -1.80315 -2.31195 0.66394 0.14 -0.62 0.59
I -4.70606 0.86597 0.39700 -1.29 -0.57 0.87
H -0.92603 -2.57308 -3.07003 0.81 -0.54 0.59
H -0.17071 -2.75648 -1.39062 -0.42 -1.13 1.09
H 0.72922 -1.96721 -2.59363 -1.04 0.94 0.02
```
Forces are in eV/Å.

Values from the calculation:
Strongest force on any atom   0.0513 hartree/bohr
HOMO level   -8.01 eV
Total energy   -24119.5051 eV
2S+1   1
Lowest unoccupied orbital energy   -0.056 eV
ΔE to the lowest compared entry with this formula, charge and spin   108.2 kcal/mol
HOMO-LUMO gap   7.95 eV

And the Mulliken charges, in e, turn out to be: 0.05, -0.04, -0.57, -0.14, -0.08, -0.03, 0.07, 0.25, 0.28, 0.22



C3H3FInO3 as an isolated structure in a non-equilibrium geometry, computed with ωB97M-V with the def2-TZVPD basis set.

Geometry as XYZ:
```
11
Properties=species:S:1:pos:R:3:forces:R:3
C 0.90953 0.39278 1.13987 -0.85 -3.85 2.39
C -0.36835 0.98749 0.69871 -0.45 -0.04 -1.35
O -1.20033 0.00650 0.01722 0.18 0.63 -0.41
C -0.66048 -0.57973 -1.03152 -0.87 -1.15 3.85
O -1.28965 -1.52518 -1.59952 -2.73 2.21 1.04
O 0.62773 -0.53571 -1.17554 0.24 3.93 2.51
In 0.38881 -1.92889 -2.46333 3.57 -5.61 -6.25
F 0.81659 -0.72301 1.88168 0.57 3.62 -2.61
H 1.91338 0.78083 0.97743 0.22 0.02 0.24
H -0.16351 1.81022 0.00402 -0.04 0.08 0.36
H -0.97372 1.31469 1.55096 0.18 0.15 0.24
```
Forces are in eV/Å.

Values from the calculation:
Strongest force on any atom   0.1774 hartree/bohr
Expectation value of S²   0.75
HOMO level (spin up / spin down)   -19.12 / -21.87 eV
Total energy   -17169.9275 eV
2S+1   2
Lowest unoccupied orbital energy (spin up / spin down)   -12.180 / -12.372 eV
Charge   +2
ΔE to the lowest compared entry with this formula, charge and spin   30.0 kcal/mol
HOMO-LUMO gap (spin up / spin down)   6.94 / 9.50 eV

And the Mulliken charges, in e, turn out to be: 0.39, -0.29, -0.23, 1.06, -0.40, -0.46, 0.84, -0.03, 0.40, 0.36, 0.37



A 2-piece molecular cluster, C3H3FN2 overall in a non-equilibrium geometry, computed with ωB97M-V with the def2-TZVPD basis set.

Geometry as XYZ:
```
9
Properties=species:S:1:pos:R:3:forces:R:3
C 1.17811 1.27939 -0.01629 -0.99 -2.64 0.11
C 0.80848 -0.05772 0.00924 -2.42 5.33 1.58
C -1.28326 -0.06210 0.02939 1.29 -0.45 -0.64
N 1.36874 2.41123 -0.04644 0.43 2.08 -0.02
N 1.52224 -1.06932 -0.03257 0.55 -4.12 -1.77
F 0.90537 -2.29875 -0.04001 0.59 -0.29 0.78
H -1.50698 0.85494 0.54093 0.33 0.30 0.12
H -1.48103 -0.96738 0.57600 0.23 -0.22 0.12
H -1.51166 -0.09029 -1.02024 -0.01 0.01 -0.28
```
Forces are in eV/Å.

Values from the calculation:
Strongest force on any atom   0.1180 hartree/bohr
Expectation value of S²   2.03
HOMO level (spin up / spin down)   -6.64 / -10.96 eV
Total energy   -8848.3770 eV
2S+1   3
Lowest unoccupied orbital energy (spin up / spin down)   -0.628 / -4.144 eV
ΔE to the lowest compared entry with this formula, charge and spin   73.8 kcal/mol
HOMO-LUMO gap (spin up / spin down)   6.01 / 6.81 eV

And the Mulliken charges, in e, turn out to be: 0.25, 0.23, -0.74, -0.41, -0.18, -0.14, 0.33, 0.33, 0.33



The molecule C3H3FN2O in a non-equilibrium geometry, computed with ωB97M-V with the def2-TZVPD basis set.

Geometry as XYZ:
```
10
Properties=species:S:1:pos:R:3:forces:R:3
C -1.74073 -1.07619 -0.17791 -2.99 -1.04 4.97
C -0.58396 -0.29054 0.20549 -0.35 1.61 1.66
C 0.67047 -0.37681 -0.26474 -3.72 4.68 2.72
H -2.03497 -1.91863 0.68025 0.80 2.10 -1.88
H -2.71178 -0.41383 -0.17491 2.04 -1.43 -0.94
H -1.36941 -1.67601 -0.93373 -0.53 -1.03 -2.40
N -0.73160 0.95227 0.93952 -0.38 -2.28 -1.62
N 0.30591 1.59542 0.72860 -0.64 1.65 1.72
O 1.16827 0.94160 0.02412 3.46 -3.13 -2.46
F 1.07502 -1.21077 -1.11316 2.31 -1.13 -1.75
```
Forces are in eV/Å.

Values from the calculation:
Strongest force on any atom   0.1277 hartree/bohr
HOMO level   -9.92 eV
Total energy   -10900.8704 eV
2S+1   1
Lowest unoccupied orbital energy   0.611 eV
ΔE to the lowest compared entry with this formula, charge and spin   92.7 kcal/mol
SMILES   Cc1nnoc1F
HOMO-LUMO gap   10.53 eV

And the Mulliken charges, in e, turn out to be: -1.01, 0.27, 0.55, 0.22, 0.30, 0.33, -0.30, -0.05, -0.08, -0.23



Question: What is the ΔE to the lowest compared entry with this formula, charge and spin in the seventh record?
Answer: 73.8 kcal/mol



Question: What is the 2S+1 in the third record?
Answer: 3



Copy entry 5 word for word.
A 2-piece molecular cluster, C3H3FI2O overall in a non-equilibrium geometry, computed with ωB97M-V with the def2-TZVPD basis set.

Geometry as XYZ:
```
10
Properties=species:S:1:pos:R:3:forces:R:3
C -1.79446 -0.84983 -0.87441 -1.87 1.44 0.90
C -3.30845 1.27893 -1.02346 1.69 0.78 -1.87
C -0.30906 -2.16868 -2.24528 -0.09 0.17 -2.19
O -1.15876 -1.01813 -1.91187 2.16 -0.18 -1.05
F -3.78632 1.12403 -2.26590 -0.10 -0.30 1.06
I -1.80315 -2.31195 0.66394 0.14 -0.62 0.59
I -4.70606 0.86597 0.39700 -1.29 -0.57 0.87
H -0.92603 -2.57308 -3.07003 0.81 -0.54 0.59
H -0.17071 -2.75648 -1.39062 -0.42 -1.13 1.09
H 0.72922 -1.96721 -2.59363 -1.04 0.94 0.02
```
Forces are in eV/Å.

Values from the calculation:
Strongest force on any atom   0.0513 hartree/bohr
HOMO level   -8.01 eV
Total energy   -24119.5051 eV
2S+1   1
Lowest unoccupied orbital energy   -0.056 eV
ΔE to the lowest compared entry with this formula, charge and spin   108.2 kcal/mol
HOMO-LUMO gap   7.95 eV

And the Mulliken charges, in e, turn out to be: 0.05, -0.04, -0.57, -0.14, -0.08, -0.03, 0.07, 0.25, 0.28, 0.22